5 unconnected molecules or ions with the total composition C39H55N4O17PS, computed with wB97M-V/def2-TZVPD.

Last column: Mulliken charge in e.
Cartesian coordinates (Å):
C -1.1656 3.3748 2.3509  -1.01
C -0.5467 3.8293 1.0249  0.25
O 0.4718 4.4843 1.0556  -0.58
N -1.1411 3.5403 -0.2703  0.14
C -2.5891 3.8435 -0.3075  -1.17
C -0.8319 2.2501 -0.7497  0.56
C -1.2083 1.9358 -2.0557  -0.62
C -0.9226 0.7190 -2.6256  0.89
C -1.4101 0.5226 -4.0580  -1.67
C -2.6762 -0.3535 -4.1516  -0.70
C -3.9598 0.4027 -3.6511  -0.43
C -4.7839 -0.5932 -2.8107  -0.80
S -6.1908 0.2200 -1.9832  -0.22
C -6.4391 -0.8061 -0.5644  0.48
N -5.7964 -0.5128 0.5129  -0.29
N -6.1708 -1.4754 1.4327  -0.30
C -6.9957 -2.2545 0.8563  0.02
O -7.2306 -1.8933 -0.4286  -0.30
C -0.2264 -0.2685 -1.9100  -0.53
C 0.1069 0.0506 -0.5967  -0.20
C -0.1842 1.2628 -0.0333  -0.48
C 0.8089 -0.9704 0.2481  0.50
O 0.7951 -0.9108 1.4643  -0.66
C 1.5099 -2.1062 -0.4477  0.19
C 2.4386 -2.8134 0.2610  -0.61
C 3.0987 -3.8805 -0.3227  -1.10
C 2.8063 -4.1619 -1.6415  -0.27
C 1.8662 -3.4412 -2.3703  0.57
P 1.5705 -3.9226 -4.1485  0.46
N 2.8947 -4.9416 -4.6017  -0.71
O 0.2334 -4.8958 -4.2135  -0.52
C 1.1837 -2.3901 -1.7692  -0.35
C 0.1236 -1.6100 -2.5101  0.75
O -0.4195 -2.0550 -3.5005  -0.50
H -2.2490 3.2280 2.3252  0.39
H -0.9717 4.1738 3.0767  0.34
H -0.6167 2.4995 2.7126  0.34
H -2.7856 4.3904 -1.2415  0.34
H -2.8663 4.5389 0.4914  0.43
H -3.2271 2.9508 -0.3260  0.39
H -1.7224 2.6897 -2.6483  0.48
H -1.6320 1.5115 -4.4800  0.47
H -0.6249 0.0354 -4.6462  0.55
H -2.6053 -1.2622 -3.5497  0.44
H -2.8163 -0.6101 -5.2087  0.43
H -3.6616 1.2781 -3.0678  0.32
H -4.5644 0.6323 -4.5362  0.32
H -4.1068 -0.9587 -2.0226  0.39
H -5.0584 -1.4839 -3.3880  0.46
H -7.4142 -3.0965 1.3935  0.46
H 0.1191 1.4233 0.9974  0.40
H 2.6758 -2.5896 1.2975  0.62
H 3.8245 -4.4841 0.2143  0.44
H 3.3272 -4.9897 -2.1170  0.24
H 3.7636 -4.4216 -4.5167  0.30
H 2.9521 -5.7992 -4.0537  0.30
H 0.0903 -5.3348 -3.3625  0.36
C 1.2502 -2.2756 -8.6354  -1.20
C 2.3806 -3.1104 -8.0725  0.03
O 3.5587 -2.9979 -8.8879  -0.37
C 4.2970 -1.9107 -8.6803  0.76
O 4.0742 -1.0401 -7.8799  -0.56
O 5.3304 -1.9450 -9.5270  -0.34
C 6.1826 -0.8020 -9.4510  -0.63
H 1.0718 -2.5297 -9.6817  0.31
H 0.3338 -2.4410 -8.0683  0.36
H 1.4929 -1.2130 -8.5984  0.31
H 2.0990 -4.1620 -8.0807  0.32
H 2.5991 -2.8415 -7.0396  0.18
H 6.5145 -0.6269 -8.4293  0.29
H 5.6682 0.0764 -9.8393  0.29
H 7.0507 -1.0067 -10.0723  0.22
C 4.7139 -0.1541 2.1382  -0.99
C 4.6619 -1.0545 3.3541  -0.22
O 5.8032 -1.9225 3.4053  -0.35
C 6.9165 -1.3758 3.8947  0.77
O 7.0367 -0.2486 4.2957  -0.55
O 7.8818 -2.2966 3.8510  -0.35
C 9.1549 -1.8267 4.2978  -0.64
H 4.8411 -0.7456 1.2292  0.26
H 3.7974 0.4310 2.0541  0.23
H 5.5576 0.5339 2.1947  0.41
H 3.7886 -1.7037 3.2969  0.28
H 4.5760 -0.4779 4.2749  0.36
H 9.0822 -1.3768 5.2861  0.30
H 9.5628 -1.1123 3.5838  0.29
H 9.8145 -2.6888 4.3518  0.22
C 2.9990 6.9121 6.7718  -1.08
C 3.1450 8.2293 6.0389  -0.18
O 3.7017 8.0357 4.7331  -0.37
C 2.8371 7.6427 3.7948  0.79
O 1.6588 7.4543 3.9527  -0.56
O 3.5091 7.4843 2.6563  -0.36
C 2.7116 7.0071 1.5669  -0.57
H 3.9499 6.3776 6.7890  0.29
H 2.6672 7.0781 7.7972  0.35
H 2.2745 6.2670 6.2745  0.30
H 3.8411 8.8746 6.5732  0.29
H 2.1942 8.7590 5.9757  0.30
H 1.8323 7.6317 1.4214  0.27
H 2.4188 5.9737 1.7392  0.26
H 3.3251 7.0538 0.6709  0.27
C -7.9872 -4.2829 7.8731  -1.09
C -9.2020 -3.8939 7.0569  -0.18
O -9.1378 -2.5191 6.6566  -0.37
C -8.3771 -2.2682 5.5898  0.79
O -7.7665 -3.0840 4.9475  -0.57
O -8.4025 -0.9565 5.3639  -0.36
C -7.5746 -0.5375 4.2733  -0.50
H -7.8578 -3.5998 8.7139  0.29
H -8.0906 -5.2990 8.2548  0.35
H -7.0795 -4.2306 7.2717  0.31
H -10.1016 -3.9919 7.6630  0.29
H -9.3235 -4.5410 6.1881  0.31
H -7.7988 -1.0986 3.3725  0.15
H -6.5239 -0.6463 4.5361  0.29
H -7.7841 0.5136 4.0906  0.29

Spin multiplicity: 1
Net charge: 0
LUMO: -1.08 eV

=====

C5H2O5 in the gas phase, computed with wB97M-V/def2-TZVPD.

Last column: natural (NBO) charge in e.
Cartesian coordinates (Å):
C 0.5516 0.0477 -0.5094  0.81
C -2.9417 0.0211 -0.4383  0.70
C -0.7554 -2.0239 0.4093  0.72
C -0.8712 -0.7433 0.2846  -0.43
C -1.9893 0.1810 0.4374  -0.06
O 0.3568 1.1861 -0.7918  -0.55
O -3.8044 -0.3090 -1.1491  -0.42
O -0.3192 -3.0882 0.3956  -0.41
O 1.8535 -0.4389 -0.8490  -0.68
O -1.9699 1.2717 1.3698  -0.64
H 2.0212 -1.3459 -0.7249  0.49
H -1.1625 1.6177 1.0465  0.48

Spin multiplicity: 1
Net charge: 0
LUMO: -0.82 eV

=====

C5H7NO in the gas phase, computed with wB97M-V/def2-TZVPD.

Last column: natural (NBO) charge in e.
Cartesian coordinates (Å):
C -1.7793 0.0645 0.4159  -0.41
N -0.4139 -0.3078 0.0946  -0.33
C 0.1296 -1.5226 0.0575  0.14
C 1.5278 -1.5942 -0.2741  -0.38
C 1.8338 -0.2566 -0.3323  -0.24
C 0.6068 0.6133 -0.3312  0.17
O 0.4371 1.9184 0.1098  -0.70
H -2.4035 0.0994 -0.4820  0.21
H -1.7803 1.0494 0.8903  0.23
H -2.1911 -0.6673 1.1159  0.22
H -0.5431 -2.3670 0.2214  0.19
H 2.7483 0.2152 -0.6926  0.20
H 0.6341 0.5707 -1.4381  0.22
H 1.1939 2.1845 0.6449  0.49

Spin multiplicity: 1
Net charge: 0
LUMO: 0.00 eV

=====

Molar mass (computed, g/mol): 914.921; 142.066; 97.117
Energy above the lowest of the compared OMol25 structures with the same formula, charge and spin (computed, kJ/mol): 77.71; 183.71; 399.12
F_max (computed, hartree/bohr): 0.04797; 0.07347; 0.01890